No. 1
A 2-piece molecular cluster, C5H13NO3 overall, computed with the ωB97M-V functional and the def2-TZVPD basis.

Last column: Löwdin charge in e.
Atoms and positions in Å:
1 O -2.3547 -3.2605 -0.1081  0.05
2 C -1.5740 -2.7056 -0.8399  -0.27
3 C -1.8110 -1.2823 -1.2735  -0.16
4 C -0.5944 -0.3753 -0.9491  -0.17
5 C -0.5600 0.0229 0.5288  -0.19
6 N -0.6126 1.5201 0.6750  -0.06
7 C 0.4488 2.1347 1.3948  -0.27
8 O 1.5355 2.5398 0.4920  -0.10
9 H -0.7164 -3.2158 -1.3212  0.13
10 H -1.9538 -1.2483 -2.3603  0.12
11 H -2.7171 -0.8676 -0.8520  0.12
12 H -0.7969 0.5150 -1.5239  0.10
13 H 0.3677 -0.8242 -1.1862  0.11
14 H 0.2369 -0.3883 1.1473  0.11
15 H -1.4703 -0.2085 1.0913  0.11
16 H -0.7517 2.0088 -0.1962  0.10
17 H 1.0447 1.4970 2.0477  0.11
18 H 0.0912 3.0105 1.9316  0.11
19 H 1.7302 1.8846 -0.1841  0.06
20 O 3.3853 -0.3063 0.1612  -0.05
21 H 3.6864 -1.0050 0.7448  0.04
22 H 3.3862 0.5545 0.5799  0.02

strongest force on any atom = 0.045 hartree/bohr
SMILES string = O=CCCCNCO.O
energy = -13026.877 eV
LUMO level = 0.6 eV
frontier orbital gap = 9.601 eV
energy relative to the best compared isomer or geometry (same formula, charge and spin) = 227.12 kJ/mol

No. 2
A 10-piece molecular cluster, C27H36Cl6F4O21 overall, computed with the ωB97M-V functional and the def2-TZVPD basis.

Last column: Löwdin charge in e.
Atoms and positions in Å:
1 O 2.8756 2.2046 5.6805  0.10
2 C 3.5609 1.1500 5.7218  -0.49
3 O 3.0953 -0.0750 5.9290  0.09
4 C 4.1482 -0.9774 6.1465  -0.08
5 C 5.3047 -0.2830 5.5910  -0.37
6 F 5.5838 -0.8352 4.4459  0.14
7 O 4.9235 1.1081 5.5892  0.15
8 H 4.2177 -1.2059 7.2100  0.15
9 H 3.9069 -1.8463 5.5343  0.15
10 H 6.0457 -0.5015 6.3599  0.17
11 O 7.3917 -4.5759 -5.3320  0.12
12 C 7.2688 -3.3560 -5.1422  -0.49
13 O 7.5634 -2.7649 -3.9457  0.07
14 C 7.2742 -1.3827 -4.0783  -0.04
15 C 7.1884 -1.2399 -5.5921  -0.38
16 F 8.3186 -0.8761 -6.1914  0.10
17 O 6.8774 -2.4695 -6.0636  0.16
18 H 6.3057 -1.2700 -3.5909  0.15
19 H 8.0641 -0.7171 -3.7305  0.15
20 H 6.4018 -0.5625 -5.9244  0.17
21 O 1.6702 0.2198 0.1935  0.16
22 C 0.5422 -0.1747 0.3907  -0.57
23 O 0.2342 -1.4143 0.8444  0.09
24 C -1.0394 -1.2812 1.4111  -0.06
25 C -1.6184 -0.2000 0.4743  -0.37
26 F -2.3939 0.6506 1.0982  0.11
27 O -0.5182 0.5022 0.0861  0.18
28 H -1.6883 -2.1569 1.4225  0.14
29 H -1.0344 -0.8832 2.4258  0.14
30 H -2.1764 -0.5195 -0.4059  0.18
31 O -3.9882 8.0750 -4.9305  0.15
32 C -3.6404 6.9579 -5.3054  -0.56
33 O -2.7668 6.1719 -4.6868  0.11
34 C -2.5206 5.0513 -5.4636  -0.09
35 C -3.7963 4.9710 -6.2432  -0.35
36 F -4.7227 4.3009 -5.5420  0.10
37 O -4.0538 6.3094 -6.3476  0.17
38 H -1.7174 5.1284 -6.1964  0.14
39 H -2.3574 4.1006 -4.9561  0.15
40 H -3.6446 4.5035 -7.2160  0.18
41 C -8.4125 -2.2053 4.5547  -0.02
42 C -8.8004 -3.2084 3.4979  -0.32
43 C -9.6484 -2.6588 2.3578  -0.08
44 O -8.9259 -2.9224 1.1785  0.10
45 C -7.7527 -3.3860 1.4648  -0.56
46 O -6.8091 -3.3961 0.6722  0.11
47 O -7.6277 -3.5278 2.7985  0.07
48 H -7.9260 -2.5969 5.4481  0.08
49 H -9.2718 -1.7231 5.0209  0.09
50 H -7.7177 -1.4815 4.1289  0.10
51 H -9.2062 -4.1245 3.9270  0.15
52 H -9.8523 -1.5931 2.4618  0.14
53 H -10.6004 -3.1841 2.2811  0.14
54 C 3.2919 6.0585 -1.3406  -0.01
55 C 4.6333 6.6519 -0.8168  -0.29
56 C 5.2132 6.0150 0.4885  -0.10
57 O 6.3680 5.3151 0.1286  0.06
58 C 6.6058 5.5010 -1.1971  -0.49
59 O 7.5507 4.9811 -1.7948  0.11
60 O 5.6191 6.2700 -1.7442  0.05
61 H 2.4847 6.3266 -0.6590  0.08
62 H 3.3110 4.9687 -1.3481  0.09
63 H 3.0694 6.4984 -2.3128  0.08
64 H 4.6640 7.7411 -0.7859  0.15
65 H 4.4758 5.3335 0.9125  0.13
66 H 5.5705 6.7730 1.1855  0.13
67 C 1.1941 -5.6206 -4.8911  0.00
68 C 0.4747 -4.5539 -5.7316  -0.33
69 C -0.7580 -3.9673 -5.1336  -0.14
70 O -0.6087 -2.5819 -5.1181  0.07
71 C 0.6828 -2.3341 -5.5748  -0.55
72 O 1.1324 -1.2489 -5.7730  0.16
73 O 1.2984 -3.4423 -5.8904  0.11
74 H 0.4335 -6.3468 -4.6046  0.08
75 H 1.7079 -5.2119 -4.0211  0.10
76 H 1.8780 -6.2619 -5.4470  0.08
77 H 0.3112 -4.8711 -6.7616  0.16
78 H -0.9847 -4.2696 -4.1111  0.14
79 H -1.5619 -4.3160 -5.7818  0.14
80 Cl -1.4745 -7.6572 0.8931  0.52
81 C -1.7028 -7.7928 2.6161  -1.06
82 Cl -0.1770 -7.8968 3.4950  0.50
83 H -2.1697 -6.8515 2.9061  0.02
84 H -2.3270 -8.6523 2.8602  0.03
85 Cl -3.8400 6.5673 5.4906  0.47
86 C -2.5218 5.9782 4.4434  -1.06
87 Cl -2.8310 6.4509 2.8000  0.53
88 H -1.6743 6.4171 4.9699  0.02
89 H -2.3523 4.9046 4.5249  0.03
90 Cl -1.7354 -3.0007 7.5791  0.48
91 C -1.8355 -1.7397 8.8451  -1.04
92 Cl -2.7922 -0.3213 8.4558  0.52
93 H -2.3596 -2.1494 9.7086  0.02
94 H -0.7987 -1.4926 9.0735  0.03

strongest force on any atom = 0.104 hartree/bohr
SMILES string = O=C1OC[C@@H](F)O1.O=C1OC[C@@H](F)O1.O=C1OC[C@@H](F)O1.O=C1OC[C@@H](F)O1.C[C@H]1COC(=O)O1.C[C@H]1COC(=O)O1.C[C@H]1COC(=O)O1.ClCCl.ClCCl.ClCCl
energy = -157582.482 eV
LUMO level = -0.1 eV
frontier orbital gap = 10.730 eV

No. 3
A 12-piece molecular cluster, C26H72F6N2O14S2 overall, computed with the ωB97M-V functional and the def2-TZVPD basis.

Last column: Löwdin charge in e.
Atoms and positions in Å:
1 N -0.6675 -2.7802 1.3752  0.30
2 H -1.4053 -3.1838 0.8078  0.13
3 H -1.0616 -2.7321 2.3186  0.10
4 H -0.4361 -1.8176 1.0768  0.05
5 H 0.2210 -3.2991 1.4500  0.07
6 C 1.5835 -0.1970 2.9202  -0.64
7 F 2.3637 0.5240 3.6997  0.17
8 F 2.3161 -0.3738 1.7823  0.08
9 F 1.2518 -1.3671 3.4167  0.16
10 S 0.0399 0.8261 2.4152  0.71
11 O -0.8773 0.6504 3.5320  -0.30
12 O 0.3491 2.2548 2.3793  -0.27
13 N -0.4563 -0.0496 1.0424  -0.36
14 S -0.1961 0.9195 -0.1359  0.56
15 O -1.1993 1.9375 -0.3512  -0.27
16 O 1.1734 1.3465 -0.3099  -0.28
17 C -0.5550 -0.3333 -1.5541  -0.62
18 F 0.1429 0.1140 -2.6269  0.12
19 F -0.1106 -1.5547 -1.1786  0.09
20 F -1.8253 -0.4528 -1.8179  0.16
21 O -4.2628 1.5530 0.7469  -0.04
22 H -3.6568 2.1347 1.2239  0.02
23 H -4.4028 1.9906 -0.0972  0.06
24 O -3.0157 -0.8510 0.7427  -0.10
25 H -2.1131 -0.5726 0.9768  -0.06
26 H -3.5062 -0.0156 0.6271  -0.01
27 C 4.7255 3.7913 1.0884  -0.04
28 C 4.6906 2.5787 2.0039  -0.46
29 C 4.6829 1.2377 1.2027  -0.05
30 O 5.7705 2.5790 2.9466  -0.06
31 H 5.7461 4.0651 0.8131  0.08
32 H 4.1647 4.6405 1.4718  0.08
33 H 4.3026 3.4724 0.1331  0.07
34 H 3.7832 2.6116 2.6077  0.12
35 H 4.4799 0.3536 1.8006  0.05
36 H 5.6438 1.0846 0.7037  0.08
37 H 3.9450 1.2901 0.4007  0.05
38 H 6.5429 2.5634 2.3704  0.08
39 C -3.0631 3.8844 -5.0193  -0.06
40 C -1.6119 4.1355 -4.9125  -0.47
41 C -1.0635 4.0234 -3.4770  -0.04
42 O -0.9839 3.1079 -5.7127  -0.06
43 H -3.7240 4.5885 -4.5102  0.09
44 H -3.2346 2.8853 -4.6182  0.06
45 H -3.3203 3.9523 -6.0771  0.09
46 H -1.2683 5.0942 -5.3011  0.14
47 H -1.5349 4.7919 -2.8587  0.08
48 H -0.0064 4.2890 -3.4900  0.06
49 H -1.2104 3.0715 -2.9661  0.06
50 H -1.3224 2.2723 -5.3761  0.05
51 C 0.3915 -6.7103 0.0612  -0.05
52 C -0.0819 -6.3334 -1.3380  -0.45
53 C -0.0189 -4.8150 -1.6392  -0.04
54 O 0.8125 -7.0229 -2.2186  -0.07
55 H 1.4070 -6.3635 0.2509  0.06
56 H 0.2165 -7.7630 0.2746  0.09
57 H -0.1465 -6.1960 0.8653  0.07
58 H -1.0569 -6.6876 -1.6719  0.14
59 H -0.8694 -4.4222 -1.0725  0.06
60 H -0.2287 -4.4837 -2.6529  0.09
61 H 0.9134 -4.4995 -1.1768  0.04
62 H 1.6936 -6.6416 -2.1656  0.08
63 C -4.7035 -0.8199 -3.4559  -0.05
64 C -4.0479 0.3413 -4.2117  -0.52
65 C -2.9394 -0.1519 -5.1350  -0.04
66 O -5.0278 0.9944 -5.0029  -0.05
67 H -5.1715 -1.5231 -4.1447  0.08
68 H -5.5090 -0.4151 -2.8410  0.08
69 H -3.9189 -1.2854 -2.8605  0.07
70 H -3.5871 0.9979 -3.4663  0.12
71 H -2.5534 0.5969 -5.8293  0.07
72 H -3.3819 -0.8553 -5.8453  0.09
73 H -2.1177 -0.6189 -4.5949  0.07
74 H -5.6290 1.4156 -4.3809  0.09
75 C 3.2242 3.8815 -3.7221  -0.05
76 C 4.1325 2.7013 -4.0949  -0.45
77 C 3.7608 1.3414 -3.4577  -0.04
78 O 3.9725 2.5187 -5.5245  -0.07
79 H 2.1902 3.5430 -3.6454  0.06
80 H 3.2578 4.7880 -4.3256  0.08
81 H 3.5017 4.2807 -2.7428  0.07
82 H 5.1407 3.0487 -3.8550  0.12
83 H 4.3988 0.5420 -3.8339  0.07
84 H 2.7175 1.1556 -3.7100  0.08
85 H 3.8710 1.4136 -2.3743  0.07
86 H 4.4165 1.6920 -5.7344  0.07
87 C 3.6965 -5.1488 2.1782  -0.05
88 C 2.9328 -3.9484 1.6614  -0.43
89 C 3.0359 -3.6826 0.1888  -0.04
90 O 1.5324 -4.2669 1.9653  -0.10
91 H 3.6827 -5.0903 3.2688  0.09
92 H 4.7245 -5.2465 1.8250  0.09
93 H 3.2941 -6.1305 1.9194  0.08
94 H 3.3081 -3.0909 2.2231  0.13
95 H 2.2761 -3.0084 -0.2093  0.07
96 H 2.9734 -4.5988 -0.3994  0.07
97 H 3.9846 -3.1938 -0.0362  0.10
98 H 1.5250 -4.5970 2.8695  0.10
99 C -0.8944 -1.8863 6.2277  -0.05
100 C -1.8683 -2.7047 5.3723  -0.45
101 C -2.9298 -1.8067 4.7391  -0.04
102 O -1.0401 -3.1958 4.3136  -0.09
103 H -1.2264 -1.6775 7.2478  0.08
104 H -0.5556 -0.9838 5.7254  0.07
105 H -0.0633 -2.5510 6.4900  0.07
106 H -2.3589 -3.5061 5.9271  0.14
107 H -2.5096 -1.2017 3.9361  0.05
108 H -3.4643 -1.1205 5.3937  0.09
109 H -3.6639 -2.4746 4.2825  0.08
110 H -0.3396 -3.6899 4.7491  0.08
111 C -3.3658 3.1100 4.0237  -0.03
112 C -2.8515 4.2687 3.1475  -0.48
113 C -1.8155 5.2438 3.6798  -0.06
114 O -2.5132 3.8162 1.8570  -0.05
115 H -2.6084 2.3389 4.1777  0.06
116 H -4.1149 2.5219 3.4895  0.07
117 H -3.7880 3.4813 4.9567  0.08
118 H -3.7014 4.9579 3.0773  0.13
119 H -1.5098 6.0083 2.9655  0.08
120 H -0.8840 4.7714 4.0071  0.08
121 H -2.2030 5.7572 4.5614  0.08
122 H -1.5532 3.8465 1.7846  0.07

strongest force on any atom = 0.105 hartree/bohr
energy = -97747.395 eV
LUMO level = -0.4 eV
frontier orbital gap = 9.258 eV
energy relative to the best compared isomer or geometry (same formula, charge and spin) = 0.00 kJ/mol

No. 4
One molecule with the formula C4H3NOS, computed with the ωB97M-V functional and the def2-TZVPD basis.

Last column: Löwdin charge in e.
Atoms and positions in Å:
1 C 0.8571 0.8655 -0.8131  -0.01
2 C -0.0036 -0.4212 -0.6459  -0.49
3 O -0.4077 -1.1103 -1.5278  0.13
4 C -0.2895 -0.8102 0.8065  -0.70
5 S 0.8886 -1.4667 1.6919  0.86
6 C -1.5869 -0.4286 1.2755  -0.24
7 N -2.6010 -0.2018 1.7565  0.20
8 H 0.2269 1.6949 -0.5071  0.08
9 H 1.1410 1.0458 -1.8700  0.09
10 H 1.7752 0.8326 -0.1665  0.09

strongest force on any atom = 0.032 hartree/bohr
SMILES string = CC(=O)C(=S)C#N
energy = -18567.662 eV
LUMO level = -2.0 eV
frontier orbital gap = 7.850 eV
energy relative to the best compared isomer or geometry (same formula, charge and spin) = 57.02 kJ/mol

No. 5
One molecule with the formula C23H23N3O5S, computed with the ωB97M-V functional and the def2-TZVPD basis.

Last column: Löwdin charge in e.
Atoms and positions in Å:
1 O 3.9582 -0.7897 1.0782  0.05
2 C 2.9556 -0.6092 1.7330  -0.58
3 C 2.2280 -1.7449 2.4488  -0.33
4 S 1.1336 -2.5777 1.2586  1.07
5 C -0.1500 -1.4017 1.0453  -0.54
6 N -0.2217 -0.4259 1.8847  0.09
7 C -1.2461 0.4724 1.7638  -0.21
8 C -1.3237 1.5495 2.6531  -0.02
9 C -2.3603 2.4475 2.5504  -0.07
10 C -3.3427 2.2955 1.5731  -0.07
11 C -3.2791 1.2419 0.6909  -0.01
12 C -2.2289 0.3255 0.7719  -0.07
13 C -2.1197 -0.7687 -0.1827  -0.36
14 O -2.8860 -0.9684 -1.1050  0.08
15 N -1.0322 -1.6235 0.0328  0.03
16 C -0.8171 -2.6714 -0.9447  -0.10
17 C 0.0794 -2.1627 -2.0892  -0.30
18 C 0.3633 -3.2696 -3.1219  -0.11
19 C 1.8789 -3.1911 -3.3159  -0.14
20 C 2.3304 -2.6528 -1.9611  -0.20
21 O 1.3329 -1.7203 -1.5942  -0.17
22 N 2.3758 0.5897 1.9362  0.07
23 C 2.7049 1.7588 1.1400  -0.11
24 C 1.4885 2.1742 0.3546  -0.21
25 C 0.7719 3.3076 0.7013  -0.05
26 C -0.4111 3.6603 0.0542  0.00
27 C -0.8495 2.8254 -0.9423  -0.21
28 C -0.1277 1.6847 -1.3009  -0.19
29 C 1.0392 1.3355 -0.6721  0.06
30 O -0.7794 1.0389 -2.3159  0.02
31 C -1.9454 1.7922 -2.5734  -0.15
32 O -1.9738 2.9153 -1.7159  0.04
33 H 1.6308 -1.4079 3.2926  0.08
34 H 2.9389 -2.5141 2.7475  0.09
35 H -0.5664 1.6555 3.4146  0.12
36 H -2.4163 3.2791 3.2372  0.11
37 H -4.1517 3.0065 1.5088  0.11
38 H -4.0291 1.0998 -0.0724  0.12
39 H -0.3634 -3.5325 -0.4499  0.10
40 H -1.7947 -2.9414 -1.3514  0.14
41 H -0.4071 -1.2895 -2.5389  0.14
42 H 0.0825 -4.2411 -2.7128  0.12
43 H -0.1875 -3.1086 -4.0450  0.12
44 H 2.1255 -2.4749 -4.0998  0.12
45 H 2.3273 -4.1521 -3.5548  0.11
46 H 2.3870 -3.4602 -1.2169  0.11
47 H 3.2827 -2.1229 -1.9806  0.13
48 H 1.4457 0.5840 2.3411  0.10
49 H 3.0319 2.5673 1.8013  0.12
50 H 3.5317 1.4748 0.4835  0.13
51 H 1.1354 3.9404 1.4968  0.11
52 H -0.9658 4.5414 0.3284  0.12
53 H 1.5739 0.4416 -0.9499  0.12
54 H -1.9382 2.1310 -3.6216  0.14
55 H -2.8293 1.1603 -2.3973  0.13

strongest force on any atom = 0.026 hartree/bohr
SMILES string = O=C(CSc1nc2ccccc2c(=O)n1C[C@@H]1CCCO1)NCc1ccc2c(c1)OCO2
energy = -49768.647 eV
LUMO level = 0.5 eV
frontier orbital gap = 8.468 eV
energy relative to the best compared isomer or geometry (same formula, charge and spin) = 109.93 kJ/mol